ORCA calculation (wB97M-V/def2-TZVPD) on C45H41Cl2MoN8O3S2 as an isolated structure.

Atoms and positions in Å:
Mo (1.4307, 0.6204, 1.2730)
C (-0.5194, -0.1087, -2.4170)
C (0.0872, 1.3011, -2.6540)
C (0.4658, 1.9492, -1.2106)
N (1.6983, 1.4404, -0.5891)
C (2.9313, 1.6923, -1.1738)
C (3.1070, 2.3086, -2.4152)
C (4.3081, 2.5330, -3.0831)
C (5.5723, 2.0199, -2.8448)
C (5.9630, 1.1309, -1.8699)
C (5.3270, 0.8287, -0.6662)
C (3.9916, 1.1392, -0.3467)
N (3.5598, 0.9121, 0.8997)
C (4.6026, 0.7900, 1.9035)
C (4.1120, 0.8803, 3.3231)
C (3.1215, -0.2018, 3.7106)
N (2.1501, -0.5953, 2.6895)
C (1.4560, -1.8027, 2.8666)
C (1.5735, -2.4370, 4.1364)
C (1.7115, -3.8032, 4.2443)
C (1.2293, -4.7488, 3.3237)
C (0.2441, -4.6036, 2.3782)
C (-0.0712, -3.4351, 1.7127)
C (0.6624, -2.2196, 1.7962)
N (0.8214, -1.3710, 0.7127)
C (0.1907, -1.8743, -0.5573)
C (0.5629, -1.1993, -1.9042)
H (-1.0237, -0.4141, -3.3552)
H (-1.3458, -0.0405, -1.7410)
H (-0.6621, 1.9157, -3.2558)
H (1.0471, 1.2530, -3.2860)
H (-0.4132, 1.8125, -0.6104)
H (0.6489, 3.0428, -1.3065)
H (2.2499, 2.8201, -2.8836)
H (4.1026, 3.1911, -3.9265)
H (6.3865, 2.2705, -3.5907)
H (6.9721, 0.6444, -2.0348)
H (5.9524, 0.4251, 0.1256)
H (5.3345, 1.6518, 1.8400)
H (5.1521, -0.1868, 1.8603)
H (3.5672, 1.8664, 3.5025)
H (4.8761, 0.9397, 4.0752)
H (2.6730, 0.0209, 4.6820)
H (3.7492, -1.0680, 4.0199)
H (1.8129, -1.9110, 5.0813)
H (2.3089, -4.1331, 5.1179)
H (1.5467, -5.7816, 3.4682)
H (-0.3041, -5.4615, 1.9577)
H (-0.8429, -3.4346, 0.9926)
H (-0.9169, -1.8146, -0.4283)
H (0.4861, -2.9705, -0.7059)
H (0.5235, -2.0106, -2.6767)
H (1.5867, -0.8723, -1.8336)
S (-0.7540, 1.2637, 2.0851)
C (-0.0405, 2.7156, 2.6705)
S (1.7322, 2.8132, 2.5127)
C (-0.8832, 3.6891, 3.2564)
C (-2.2343, 3.6720, 3.1306)
N (-3.3889, 3.7359, 2.8877)
C (-0.2793, 4.5029, 4.2587)
N (0.2086, 4.9479, 5.2261)
O (5.7109, -2.6664, -1.2515)
N (5.4448, -3.8471, -1.6335)
C (6.4612, -4.7476, -2.0662)
C (6.1394, -6.0844, -2.0117)
C (4.9073, -6.5833, -1.6219)
C (3.7829, -5.6642, -1.4329)
C (4.1249, -4.3103, -1.5140)
H (7.4525, -4.4086, -2.2176)
H (6.9998, -6.7547, -2.1282)
H (4.6680, -7.6346, -1.5954)
H (2.7892, -6.0520, -1.3723)
H (3.3243, -3.5525, -1.2138)
Cl (-7.1224, 3.6641, 0.6536)
C (-6.3340, 4.1094, -0.7827)
C (-6.5678, 5.3931, -1.2278)
C (-5.7929, 5.8610, -2.3038)
C (-4.9313, 4.9842, -2.9169)
C (-4.6600, 3.7130, -2.4190)
Cl (-3.5404, 2.7196, -3.2451)
C (-5.4953, 3.1494, -1.4098)
N (-5.2539, 1.8542, -0.8519)
C (-6.2768, 1.0061, -0.5847)
C (-7.5129, 1.1416, -1.2768)
C (-8.4142, 0.1371, -1.2522)
C (-8.2147, -0.9216, -0.3463)
C (-7.0876, -1.0569, 0.4152)
C (-6.0893, -0.0631, 0.2835)
C (-4.7753, -0.1964, 1.0321)
C (-3.5405, -0.4453, 0.1823)
O (-3.1504, 0.6040, -0.5052)
O (-2.9621, -1.5531, 0.1765)
H (-7.3292, 5.9677, -0.6561)
H (-5.9303, 6.8597, -2.7115)
H (-4.3894, 5.3278, -3.8565)
H (-4.2614, 1.5218, -0.7419)
H (-7.6118, 1.9588, -1.9431)
H (-9.1911, 0.1675, -1.9949)
H (-8.9870, -1.7251, -0.3643)
H (-6.9863, -1.9537, 1.0331)
H (-4.9727, -0.9634, 1.8220)
H (-4.5425, 0.8037, 1.4970)

* highest occupied orbital energy (alpha / beta): -1.158 / -2.685 eV
* M: 972.86 g mol⁻¹
* LUMO (alpha / beta): 3.12 / 3.12 eV
* gap between HOMO and LUMO (alpha / beta): 4.28 / 5.81 eV
* DFT total energy: -4187.98850 a.u.
* net charge: -2
* multiplicity: 4
* <S²>: 3.96

=====

ORCA calculation (wB97M-V/def2-TZVPD) on C45H41F5N4O3S4V as an isolated structure.

Atoms and positions in Å:
V (0.8243, -0.1272, 0.2047)
F (-3.4621, 5.2106, 4.1578)
C (-3.0344, 3.9586, 3.9451)
C (-2.3944, 3.6185, 2.7653)
F (-2.2029, 4.5430, 1.8101)
C (-1.9620, 2.3199, 2.5698)
F (-1.3707, 2.0567, 1.3773)
C (-2.1122, 1.2963, 3.5034)
S (-1.4940, -0.3240, 3.2698)
C (-2.7733, 1.6830, 4.6754)
F (-2.9934, 0.7885, 5.6510)
C (-3.2248, 2.9705, 4.9021)
F (-3.8459, 3.2769, 6.0487)
O (0.2015, -1.7582, -1.1743)
S (0.0883, -3.2605, -1.2979)
C (-1.5271, -3.4182, -2.0888)
C (-2.6670, -2.7311, -1.3293)
C (-3.4433, -1.7184, -2.1703)
C (-2.6815, -0.4394, -2.4894)
S (-2.2372, 0.6836, -1.1444)
O (-1.3939, -0.0959, -0.1699)
C (-3.8233, 0.8417, -0.3569)
C (-4.0073, 0.2697, 0.8905)
C (-5.2395, 0.4249, 1.5155)
C (-6.2563, 1.1266, 0.8910)
C (-6.0508, 1.6993, -0.3599)
C (-4.8251, 1.5692, -0.9887)
C (-0.3116, -3.9758, 0.2795)
C (-0.8820, -3.2461, 1.3085)
C (-1.2061, -3.8975, 2.4883)
C (-0.9564, -5.2554, 2.6271)
C (-0.3698, -5.9722, 1.5940)
C (-0.0370, -5.3305, 0.4118)
H (-1.6875, -4.4901, -2.2173)
H (-1.3650, -2.9898, -3.0793)
H (-2.2693, -2.2088, -0.4604)
H (-3.3507, -3.4906, -0.9486)
H (-4.3767, -1.4675, -1.6601)
H (-3.7250, -2.1664, -3.1294)
H (-3.2538, 0.1995, -3.1673)
H (-1.7199, -0.6442, -2.9663)
H (-3.1915, -0.2509, 1.3810)
H (-5.3862, 0.0015, 2.5001)
H (-7.2119, 1.2439, 1.3827)
H (-6.8423, 2.2599, -0.8372)
H (-4.6484, 2.0419, -1.9458)
H (-1.0628, -2.1809, 1.2203)
H (-1.6438, -3.3263, 3.2955)
H (-1.2059, -5.7554, 3.5514)
H (-0.1496, -7.0228, 1.7152)
H (0.4507, -5.8709, -0.3878)
N (4.3181, 1.8171, -0.9467)
C (4.6960, 1.5747, -2.2712)
C (5.7370, 2.2946, -2.8358)
C (6.1205, 2.0581, -4.1472)
C (5.4519, 1.1088, -4.9026)
C (4.4031, 0.3965, -4.3380)
C (4.0297, 0.6138, -3.0202)
S (2.7424, -0.3751, -2.3416)
N (2.4057, 0.4137, -0.8535)
C (3.1871, 1.3275, -0.3475)
C (2.8050, 1.8135, 0.9712)
C (3.5155, 2.7812, 1.6850)
C (3.0919, 3.1309, 2.9478)
C (1.9707, 2.4914, 3.4717)
C (1.3043, 1.5618, 2.7066)
N (1.6862, 1.2302, 1.4611)
H (4.8339, 2.5254, -0.4553)
H (6.2526, 3.0386, -2.2426)
H (6.9392, 2.6188, -4.5729)
H (5.7396, 0.9215, -5.9265)
H (3.8780, -0.3473, -4.9215)
H (4.3926, 3.2549, 1.2681)
H (3.6256, 3.8775, 3.5174)
H (1.6027, 2.7118, 4.4625)
H (0.4314, 1.0365, 3.0744)
C (0.6980, 3.5605, -1.0618)
C (0.0300, 3.2925, -2.3885)
O (0.2451, 1.9455, -2.7841)
C (-0.3877, 1.6792, -4.0184)
C (0.0747, 0.3319, -4.5336)
H (0.3270, 4.4958, -0.6416)
H (1.7802, 3.6341, -1.1708)
H (0.4711, 2.7752, -0.3402)
H (0.4350, 3.9571, -3.1661)
H (-1.0507, 3.4825, -2.3222)
H (-0.1283, 2.4647, -4.7446)
H (-1.4808, 1.7182, -3.8875)
H (1.0850, 0.3958, -4.9349)
H (-0.5888, -0.0131, -5.3281)
H (0.0939, -0.4092, -3.7326)
N (4.2612, -5.7761, 3.7812)
C (3.7721, -4.8857, 3.2455)
C (3.1609, -3.7774, 2.5670)
C (2.3955, -2.8531, 3.2740)
C (1.7965, -1.8037, 2.5972)
C (1.9031, -1.6329, 1.2091)
C (2.7061, -2.5708, 0.5456)
C (3.3263, -3.6255, 1.1934)
H (2.2630, -2.9691, 4.3421)
H (1.1763, -1.1308, 3.1791)
H (2.8556, -2.4945, -0.5298)
H (3.9293, -4.3369, 0.6440)

* highest occupied orbital energy (alpha / beta): -6.416 / -6.817 eV
* M: 960.05 g mol⁻¹
* LUMO (alpha / beta): -0.35 / -0.69 eV
* gap between HOMO and LUMO (alpha / beta): 6.07 / 6.13 eV
* DFT total energy: -5220.15033 a.u.
* multiplicity: 4
* <S²>: 3.79